[1]
Entry from the OMol25 dataset: 5 unconnected molecules or ions with the total composition C21H20Cl12FN3O3S2 (ωB97M-V with the def2-TZVPD basis set).

**E_HOMO**: -0.30178 Ha
**SMILES**: CC[C@@H](F)c1ccc2c(c1)Nc1c(OC#N)cc(N)c(S(C)(=O)=O)c1S2.ClC(Cl)Cl.ClC(Cl)Cl.ClC(Cl)Cl.ClC(Cl)Cl

The geometry in XYZ format:
```
62
C21H20Cl12FN3O3S2 | the OMol25 dataset | ωB97M-V with the def2-TZVPD basis set
C 7.40938 -1.13436 0.45549
C 5.88575 -1.23704 -0.01523
C 5.56819 0.08046 -0.84063
F 6.50542 0.31158 -1.87301
C 4.07861 0.13983 -1.30554
C 3.57357 1.47666 -1.69727
C 2.17544 1.62635 -2.10447
C 1.33715 0.43712 -2.11798
C 1.81579 -0.91516 -1.75247
C 3.22011 -1.06011 -1.34332
N 0.92901 -2.05254 -1.79797
C -0.30519 -1.85026 -1.09555
C -0.78126 -2.83870 -0.09414
O 0.06976 -3.95016 0.14869
C -0.42771 -5.09259 -0.37673
N -0.94850 -5.97978 -0.88986
C -2.05908 -2.63065 0.60762
C -2.86469 -1.41606 0.32362
N -4.09160 -1.23175 1.06627
C -2.42905 -0.41301 -0.64830
S -3.29260 1.13164 -1.07488
C -4.80485 1.45958 -0.10561
O -2.34884 2.23771 -0.74846
O -3.52415 1.21326 -2.52936
C -1.13701 -0.65935 -1.34443
S -0.44144 0.52037 -2.56198
H 7.45851 -0.23284 1.13248
H 7.72841 -2.02556 1.05254
H 8.05571 -1.01322 -0.44920
H 5.69756 -2.16969 -0.61650
H 5.26120 -1.31104 0.91158
H 5.69873 0.92068 -0.09367
H 4.26893 2.34593 -1.63455
H 1.69403 2.61636 -2.39411
H 3.57344 -2.07934 -1.07177
H 1.38949 -2.92559 -1.54532
H -2.44629 -3.36282 1.35360
H -3.88289 -0.78235 1.96785
H -4.57173 -2.11775 1.24264
H -5.41453 0.52496 -0.05789
H -5.37054 2.24931 -0.67885
H -4.50708 1.87666 0.90306
Cl 0.80723 2.30522 1.72009
C 0.11855 3.54606 0.66645
Cl -0.14734 5.04886 1.56044
Cl 1.17445 3.82056 -0.72312
H -0.84131 3.19103 0.29973
Cl -3.55240 -9.41204 1.57677
C -3.90562 -8.25165 0.29051
Cl -3.65056 -8.98292 -1.29542
Cl -5.56025 -7.64413 0.43886
H -3.22355 -7.41259 0.39094
Cl -1.25669 1.84215 4.55836
C -2.88690 1.88659 3.88782
Cl -2.84290 2.14880 2.13538
Cl -3.75680 0.39266 4.27386
H -3.41929 2.71610 4.34304
Cl -1.91044 7.37561 -0.00613
C -1.00493 8.88285 -0.17570
Cl -1.16501 9.87264 1.28063
Cl 0.69699 8.54998 -0.51694
H -1.41843 9.43754 -1.01199
```

Want to see where the charge sits? The natural (NBO) charges in e are: C -0.614; C -0.434; C 0.191; F -0.366; C -0.045; C -0.206; C -0.195; C -0.231; C 0.255; C -0.274; N -0.615; C 0.120; C 0.271; O -0.483; C 0.538; N -0.377; C -0.272; C 0.147; N -0.865; C -0.243; S 2.070; C -0.855; O -0.984; O -0.904; C -0.154; S 0.339; H 0.203; H 0.213; H 0.224; H 0.203; H 0.218; H 0.169; H 0.232; H 0.246; H 0.220; H 0.401; H 0.242; H 0.390; H 0.382; H 0.271; H 0.269; H 0.261; Cl 0.001; C -0.286; Cl 0.006; Cl 0.017; H 0.273; Cl 0.014; C -0.283; Cl 0.027; Cl 0.008; H 0.234; Cl 0.039; C -0.281; Cl 0.036; Cl 0.000; H 0.234; Cl 0.023; C -0.284; Cl 0.014; Cl 0.020; H 0.228



[2]
Entry from the OMol25 dataset: a molecular structure, C21H20ClGaNOP (ωB97M-V with the def2-TZVPD basis set).

**E_HOMO**: -0.55493 Ha
**Net charge**: +2

The geometry in XYZ format:
```
46
C21H20ClGaNOP | the OMol25 dataset | ωB97M-V with the def2-TZVPD basis set
Ga -1.85485 0.79713 -0.06814
Cl -2.63499 -1.54931 -0.12340
C -1.32145 -2.32305 -1.03856
C -1.61234 -3.53456 -1.62411
C -0.60481 -4.16683 -2.34364
C 0.64579 -3.58212 -2.47090
C 0.90649 -2.35640 -1.87711
C -0.08086 -1.70643 -1.13619
P 0.27894 -0.12618 -0.35954
C 1.40039 0.79303 -1.39465
C 0.91019 1.36936 -2.57000
C 1.77906 2.02881 -3.41970
C 3.12908 2.11589 -3.09440
C 3.61391 1.54609 -1.92623
C 2.75231 0.87958 -1.06663
C 0.96561 -0.40448 1.26555
C 1.12631 -1.69549 1.76262
C 1.67868 -1.87463 3.02324
C 2.06783 -0.77512 3.77263
C 1.90573 0.51500 3.27513
C 1.34935 0.70586 2.02414
H -2.59388 -3.97817 -1.52887
H -0.81153 -5.11941 -2.81238
H 1.42042 -4.07760 -3.03954
H 1.87917 -1.89348 -1.99091
H -0.14138 1.29601 -2.82866
H 1.40937 2.47723 -4.33155
H 3.80685 2.63571 -3.75839
H 4.66469 1.61950 -1.68149
H 3.13012 0.43385 -0.15541
H 0.83419 -2.55561 1.17366
H 1.81269 -2.87397 3.41415
H 2.50748 -0.92136 4.75041
H 2.22209 1.36682 3.86189
H 1.23380 1.71062 1.63204
N -3.19607 2.11519 3.39768
C -2.99463 1.75094 2.15692
O -2.00213 1.00577 1.86614
C -3.95004 2.15760 1.05764
C -3.24558 2.14070 -0.30369
H -2.58048 1.78960 4.12951
H -3.97730 2.70000 3.65071
H -4.41291 3.12002 1.27703
H -4.75272 1.41315 1.07944
H -2.73407 3.08395 -0.50116
H -3.92854 1.94681 -1.12527
```

Want to see where the charge sits? The natural (NBO) charges in e are: Ga 1.424; Cl 0.093; C 0.017; C -0.221; C -0.130; C -0.195; C -0.086; C -0.464; P 0.994; C -0.349; C -0.197; C -0.190; C -0.147; C -0.177; C -0.206; C -0.445; C -0.123; C -0.195; C -0.152; C -0.195; C -0.179; H 0.260; H 0.255; H 0.253; H 0.235; H 0.215; H 0.244; H 0.246; H 0.244; H 0.238; H 0.220; H 0.242; H 0.244; H 0.242; H 0.225; N -0.706; C 0.714; O -0.750; C -0.518; C -0.921; H 0.438; H 0.435; H 0.262; H 0.267; H 0.263; H 0.275



[3]
Entry from the OMol25 dataset: a single C21H20ClN3O3 molecule (ωB97M-V with the def2-TZVPD basis set).

**Energy relative to the best compared isomer or geometry (same formula, charge and spin)**: 432.3 kJ/mol
**E_HOMO**: -0.28007 Ha
**SMILES**: COc1ccccc1N1CCN(C(=O)c2cc(-c3cccc(Cl)c3)on2)CC1

The geometry in XYZ format:
```
48
C21H20ClN3O3 | the OMol25 dataset | ωB97M-V with the def2-TZVPD basis set
C -1.23539 1.45919 -3.60226
O -1.04105 2.21279 -2.43266
C -0.02105 1.86669 -1.57766
C 0.82586 0.80041 -1.83209
C 1.89717 0.51469 -1.00073
C 2.12611 1.31650 0.09601
C 1.26299 2.35899 0.38419
C 0.15664 2.65377 -0.41230
N -0.69912 3.72621 -0.12790
C -2.13094 3.52262 -0.22593
C -2.64403 2.73811 1.01182
N -1.57774 2.61598 1.97587
C -0.88667 1.49200 2.27588
O -0.03263 1.47525 3.14720
C -1.09926 0.26641 1.46062
C -0.07996 -0.71012 1.34257
C -0.57558 -1.60487 0.42914
C -0.01354 -2.80086 -0.16621
C -0.78837 -3.60341 -1.00384
C -0.24152 -4.73529 -1.57765
C 1.07609 -5.08342 -1.33183
C 1.84295 -4.27970 -0.50075
Cl 3.49002 -4.70147 -0.19216
C 1.31432 -3.14426 0.08477
O -1.80506 -1.19870 0.05635
N -2.11456 -0.04928 0.69085
C -0.99210 3.89183 2.33198
C -0.43765 4.55176 1.03294
H -2.07124 1.93333 -4.11565
H -1.49506 0.41930 -3.37649
H -0.35433 1.48388 -4.25148
H 0.66788 0.18041 -2.70006
H 2.54081 -0.32152 -1.22715
H 2.96359 1.12931 0.75053
H 1.45758 2.92868 1.27688
H -2.59563 4.51167 -0.27446
H -2.36939 2.98860 -1.13915
H -2.98681 1.74374 0.73396
H -3.46906 3.27587 1.49260
H 0.85184 -0.70623 1.86308
H -1.81480 -3.33112 -1.19371
H -0.84389 -5.35580 -2.22345
H 1.50733 -5.96550 -1.77779
H 1.92507 -2.52780 0.72323
H -0.20329 3.70350 3.06077
H -1.75826 4.52158 2.79284
H -0.94454 5.50648 0.85982
H 0.62837 4.75823 1.11117
```

Want to see where the charge sits? The natural (NBO) charges in e are: C -0.248; O -0.512; C 0.244; C -0.284; C -0.236; C -0.213; C -0.279; C 0.206; N -0.439; C -0.242; C -0.261; N -0.415; C 0.669; O -0.618; C 0.047; C -0.287; C 0.277; C -0.005; C -0.205; C -0.192; C -0.230; C -0.022; Cl 0.012; C -0.233; O -0.263; N -0.126; C -0.253; C -0.229; H 0.200; H 0.178; H 0.179; H 0.220; H 0.215; H 0.214; H 0.220; H 0.191; H 0.246; H 0.258; H 0.192; H 0.256; H 0.228; H 0.221; H 0.230; H 0.232; H 0.247; H 0.197; H 0.202; H 0.213